{
  "formula": "C41H36F2LaN3O4S5Sb",
  "method": "ωB97M-V/def2-TZVPD",
  "orbital_gap_ev": [4.597, 5.591],
  "e_lumo_ev": [3.5, 3.5],
  "e_homo_ev": [-1.14, -2.14],
  "s_squared": 0.76,
  "charge": -2,
  "de_lowest_kcal_mol": 0.0,
  "spin_multiplicity": 2,
  "symbols": ["La", "C", "O", "C", "C", "C", "C", "C", "C", "N", "N", "C", "C", "O", "C", "C", "C", "C", "C", "C", "C", "C", "H", "H", "H", "H", "H", "H", "H", "H", "H", "H", "H", "H", "H", "S", "Sb", "S", "S", "O", "S", "C", "C", "C", "C", "S", "O", "C", "C", "C", "C", "C", "C", "C", "C", "C", "C", "C", "C", "H", "H", "H", "H", "H", "H", "H", "H", "H", "H", "H", "H", "H", "H", "H", "H", "H", "H", "N", "C", "C", "C", "C", "C", "C", "C", "H", "H", "H", "H", "F", "C", "F", "H"],
  "positions_angstrom": [[-1.22, -0.42, -1.61], [-0.25, -2.35, -4.89], [0.31, -2.00, -3.63], [1.66, -1.91, -3.53], [2.50, -1.82, -4.64], [3.88, -1.73, -4.45], [4.41, -1.71, -3.17], [3.56, -1.79, -2.07], [2.19, -1.90, -2.24], [1.24, -1.95, -1.15], [1.78, -2.37, -0.09], [1.05, -2.50, 1.08], [-0.36, -2.35, 1.16], [-1.06, -1.96, 0.20], [-1.00, -2.70, 2.42], [-0.28, -3.04, 3.50], [1.16, -3.11, 3.47], [1.90, -3.42, 4.62], [3.27, -3.49, 4.59], [3.94, -3.26, 3.38], [3.24, -2.96, 2.23], [1.82, -2.87, 2.24], [0.28, -3.20, -5.31], [-0.21, -1.50, -5.58], [-1.29, -2.60, -4.69], [2.09, -1.82, -5.63], [4.53, -1.65, -5.31], [5.48, -1.62, -3.02], [3.94, -1.76, -1.06], [-2.08, -2.63, 2.43], [-0.78, -3.27, 4.44], [1.36, -3.60, 5.54], [3.83, -3.73, 5.49], [5.02, -3.32, 3.34], [3.75, -2.78, 1.30], [-5.64, -3.84, -0.28], [-4.27, -2.37, -1.40], [-2.29, -3.26, -2.26], [-3.84, -0.43, -0.15], [-2.10, 2.14, -0.90], [-2.02, 3.49, -0.27], [-0.29, 3.72, 0.25], [0.04, 3.56, 1.72], [1.54, 3.37, 1.99], [2.19, 2.24, 1.19], [1.42, 0.60, 1.23], [-0.02, 0.72, 0.78], [1.32, 0.43, 3.01], [0.06, 0.42, 3.59], [-0.05, 0.24, 4.96], [1.09, 0.04, 5.73], [2.34, 0.02, 5.13], [2.46, 0.20, 3.76], [-2.81, 3.37, 1.31], [-3.07, 2.12, 1.85], [-3.70, 2.04, 3.09], [-4.06, 3.20, 3.77], [-3.80, 4.45, 3.21], [-3.19, 4.54, 1.96], [0.03, 4.69, -0.15], [0.18, 2.95, -0.37], [-0.49, 2.70, 2.12], [-0.31, 4.43, 2.29], [1.67, 3.18, 3.06], [2.09, 4.29, 1.76], [3.21, 2.04, 1.55], [2.26, 2.46, 0.12], [-0.81, 0.54, 2.96], [-1.03, 0.23, 5.42], [1.00, -0.12, 6.80], [3.23, -0.18, 5.72], [3.43, 0.13, 3.28], [-2.80, 1.23, 1.30], [-3.92, 1.07, 3.50], [-4.55, 3.13, 4.73], [-4.10, 5.35, 3.73], [-3.01, 5.50, 1.50], [-3.38, 0.87, -9.33], [-3.13, 0.73, -8.21], [-2.82, 0.55, -6.81], [-1.67, 1.12, -6.26], [-1.39, 0.93, -4.91], [-2.19, 0.16, -4.03], [-3.34, -0.37, -4.64], [-3.66, -0.20, -5.98], [-1.02, 1.70, -6.89], [-0.49, 1.41, -4.55], [-4.02, -0.98, -4.06], [-4.56, -0.65, -6.39], [0.47, 2.36, -2.51], [0.83, 0.97, -2.49], [1.88, 0.98, -1.48], [1.43, 0.88, -3.41]]
}

{
  "formula": "C41H37BeCl5P2",
  "method": "ωB97M-V/def2-TZVPD",
  "orbital_gap_ev": 4.572,
  "e_lumo_ev": 0.3,
  "e_homo_ev": -4.27,
  "charge": 0,
  "symbols": ["Be", "C", "C", "C", "C", "C", "C", "C", "C", "C", "H", "H", "H", "H", "H", "H", "H", "H", "H", "H", "H", "H", "H", "H", "H", "P", "P", "C", "C", "C", "C", "C", "C", "C", "C", "C", "C", "C", "C", "C", "C", "C", "C", "C", "C", "C", "C", "C", "C", "C", "C", "C", "C", "H", "H", "H", "H", "H", "H", "H", "H", "H", "H", "H", "H", "H", "H", "H", "H", "H", "H", "H", "H", "H", "H", "Cl", "C", "C", "C", "Cl", "C", "Cl", "C", "Cl", "C", "Cl"],
  "positions_angstrom": [[-0.72, -0.13, -0.42], [-1.87, 0.78, -5.93], [-1.98, -0.55, -5.79], [-1.24, -1.54, -6.65], [0.21, -1.18, -7.11], [1.06, -0.30, -6.23], [1.08, 1.03, -6.27], [0.18, 1.88, -7.11], [-1.31, 1.42, -7.17], [1.07, 0.31, -0.44], [-2.29, 1.46, -5.18], [-2.68, -0.98, -5.06], [-1.83, -1.71, -7.56], [-1.19, -2.52, -6.14], [0.75, -2.14, -7.17], [0.16, -0.80, -8.13], [1.84, -0.83, -5.66], [1.90, 1.59, -5.81], [0.55, 1.89, -8.15], [0.21, 2.92, -6.77], [-1.92, 2.31, -7.38], [-1.41, 0.74, -8.03], [0.35, 1.18, -0.58], [1.64, 0.52, 0.47], [0.64, -0.75, -0.28], [-1.71, -0.65, -2.16], [2.09, 0.15, -1.93], [-0.31, -0.80, -3.23], [1.04, -0.74, -3.05], [-2.66, -2.18, -2.05], [-2.66, -3.16, -3.05], [-3.40, -4.33, -2.87], [-4.06, -4.57, -1.66], [-4.00, -3.63, -0.63], [-3.34, -2.42, -0.84], [-2.81, 0.74, -2.54], [-2.27, 2.04, -2.64], [-3.13, 3.13, -2.73], [-4.51, 2.93, -2.78], [-5.05, 1.64, -2.70], [-4.20, 0.54, -2.58], [3.50, -0.90, -1.59], [3.29, -2.21, -1.11], [4.38, -3.05, -0.92], [5.67, -2.60, -1.22], [5.89, -1.31, -1.70], [4.80, -0.46, -1.91], [2.63, 1.79, -2.40], [2.65, 2.80, -1.41], [2.89, 4.12, -1.78], [3.08, 4.45, -3.12], [3.16, 3.44, -4.10], [3.03, 2.10, -3.71], [-0.64, -1.08, -4.24], [1.63, -1.33, -3.76], [-2.08, -2.99, -3.97], [-3.48, -5.05, -3.69], [-4.61, -5.50, -1.51], [-4.48, -3.82, 0.34], [-3.34, -1.66, -0.07], [-1.18, 2.17, -2.64], [-2.71, 4.14, -2.76], [-5.18, 3.79, -2.88], [-6.13, 1.48, -2.74], [-4.58, -0.47, -2.51], [2.27, -2.56, -0.91], [4.22, -4.06, -0.53], [6.52, -3.26, -1.07], [6.89, -0.94, -1.91], [4.93, 0.55, -2.32], [2.48, 2.52, -0.37], [2.94, 4.89, -1.00], [3.18, 5.49, -3.42], [3.32, 3.69, -5.14], [3.23, 1.28, -4.42], [-0.53, -2.46, 1.10], [-1.33, -1.12, 1.87], [-1.39, 0.08, 1.20], [-1.93, 1.20, 1.80], [-1.89, 2.72, 0.96], [-2.50, 1.10, 3.10], [-3.16, 2.48, 3.85], [-2.50, -0.15, 3.76], [-3.25, -0.31, 5.28], [-1.90, -1.28, 3.15], [-1.89, -2.79, 3.93]]
}

{
  "formula": "C41H37Cl5CuP2",
  "method": "ωB97M-V/def2-TZVPD",
  "orbital_gap_ev": [5.280, 5.291],
  "e_lumo_ev": [-0.2, -0.3],
  "e_homo_ev": [-5.52, -5.55],
  "s_squared": 0.91,
  "charge": 0,
  "de_lowest_kcal_mol": 120.2,
  "spin_multiplicity": 2,
  "symbols": ["Cu", "C", "C", "C", "C", "C", "C", "C", "C", "C", "H", "H", "H", "H", "H", "H", "H", "H", "H", "H", "H", "H", "H", "H", "H", "P", "P", "C", "C", "C", "C", "C", "C", "C", "C", "C", "C", "C", "C", "C", "C", "C", "C", "C", "C", "C", "C", "C", "C", "C", "C", "C", "C", "H", "H", "H", "H", "H", "H", "H", "H", "H", "H", "H", "H", "H", "H", "H", "H", "H", "H", "H", "H", "H", "H", "Cl", "C", "C", "C", "Cl", "C", "Cl", "C", "Cl", "C", "Cl"],
  "positions_angstrom": [[0.15, -1.56, -0.43], [2.11, -0.47, -3.14], [2.41, 0.13, -1.91], [2.45, 1.62, -2.00], [1.00, 2.12, -2.26], [-0.09, 1.14, -1.82], [-0.66, 0.25, -2.63], [-0.26, 0.20, -4.10], [1.33, 0.10, -4.28], [-2.26, 0.29, 2.44], [2.63, -1.40, -3.48], [3.24, -0.30, -1.32], [3.09, 1.90, -2.85], [2.91, 2.13, -1.14], [0.84, 3.11, -1.81], [0.88, 2.26, -3.34], [-0.57, 1.42, -0.89], [-1.54, -0.31, -2.27], [-0.61, 1.10, -4.65], [-0.73, -0.64, -4.67], [1.53, -0.53, -5.15], [1.73, 1.08, -4.57], [-1.84, -0.58, 1.90], [-3.34, 0.18, 2.57], [-1.77, 0.36, 3.43], [1.57, 0.03, 0.27], [-1.94, 1.80, 1.50], [1.05, 1.57, 0.97], [-0.14, 2.11, 1.43], [3.03, -0.56, 1.16], [3.98, 0.46, 1.31], [5.17, 0.20, 1.98], [5.45, -1.06, 2.51], [4.45, -2.04, 2.46], [3.29, -1.83, 1.72], [1.79, -2.13, -1.43], [0.71, -2.33, -2.26], [0.70, -3.59, -2.89], [1.87, -4.32, -2.90], [3.02, -3.95, -2.17], [2.99, -2.79, -1.35], [-2.61, 3.17, 2.37], [-1.83, 3.65, 3.45], [-2.29, 4.73, 4.19], [-3.50, 5.37, 3.88], [-4.24, 4.91, 2.77], [-3.81, 3.82, 2.01], [-2.77, 1.60, -0.06], [-3.31, 0.35, -0.45], [-4.09, 0.26, -1.60], [-4.32, 1.38, -2.41], [-3.73, 2.60, -2.05], [-2.96, 2.72, -0.90], [1.91, 2.25, 0.94], [0.02, 3.14, 1.78], [3.77, 1.45, 0.90], [5.89, 1.03, 2.05], [6.45, -1.25, 2.93], [4.59, -2.98, 3.01], [2.60, -2.66, 1.60], [0.17, -1.52, -2.74], [-0.20, -3.84, -3.45], [1.86, -5.28, -3.44], [3.84, -4.65, -2.08], [3.86, -2.51, -0.72], [-0.88, 3.18, 3.67], [-1.68, 5.07, 5.04], [-3.85, 6.22, 4.47], [-5.17, 5.42, 2.51], [-4.40, 3.47, 1.16], [-3.14, -0.54, 0.15], [-4.54, -0.70, -1.88], [-4.94, 1.31, -3.30], [-3.89, 3.48, -2.68], [-2.52, 3.67, -0.64], [0.59, -1.11, 2.90], [-0.26, -2.56, 2.40], [-0.59, -2.78, 1.08], [-1.28, -3.98, 0.80], [-1.85, -4.28, -0.79], [-1.49, -4.99, 1.79], [-2.11, -6.54, 1.41], [-1.11, -4.72, 3.13], [-1.29, -5.89, 4.34], [-0.50, -3.49, 3.45], [-0.03, -3.16, 5.08]]
}

no.,calculated total energy (hartree),F_max (eV Å⁻¹)
1,-4511.809286,1.05
2,-4582.748430,5.49
3,-6208.310031,3.85